(1)
42
Properties=species:S:1:pos:R:3:forces:R:3:mulliken_charge:R:1 method="wB97M-V/def2-TZVPD" orbital_gap_ha=0.3442 spin_multiplicity=1
K -22.821300 7.926460 -27.948310 -6.5 2.4 -1.7 0.743
B -25.062920 9.144670 -27.885100 -3.4 2.2 -0.4 -0.053
F -23.886480 9.687850 -28.302650 0.1 3.5 -0.9 -0.329
F -24.824320 8.095380 -27.055990 -1.4 -0.5 2.6 -0.091
F -25.858640 10.056950 -27.217520 0.1 0.7 0.7 -0.343
F -25.791050 8.778350 -29.014170 -1.1 0.2 0.3 -0.400
C -20.845470 9.272720 -30.300410 -0.4 -0.4 -0.6 -1.074
C -20.496800 7.802920 -30.002280 0.6 1.5 -0.2 -0.460
O -21.085280 7.412040 -28.766650 7.3 -1.9 -3.5 -0.117
H -20.546960 10.021660 -29.566870 0.3 -0.4 0.3 0.267
H -21.923650 9.378110 -30.420900 0.0 -0.1 0.1 0.178
H -20.415290 9.573370 -31.255740 0.2 -0.1 0.0 0.442
H -19.416030 7.663480 -29.978390 0.3 0.2 0.2 0.399
H -20.832940 7.122750 -30.784890 0.0 0.3 -0.3 0.291
H -20.692410 6.539310 -28.691880 0.2 0.0 0.7 0.154
C -24.858650 6.374080 -29.174320 -1.7 -0.8 0.4 -0.638
C -24.336350 7.215100 -30.312360 -1.3 -0.6 0.1 -0.703
O -22.941420 7.300440 -30.149160 -0.3 -0.5 -3.0 -0.124
H -25.924390 6.189330 -29.309140 -0.2 0.1 -0.1 0.441
H -24.774230 6.836680 -28.190970 -0.4 -0.6 -1.2 -0.158
H -24.367460 5.413080 -29.021650 -0.3 0.0 -1.0 0.313
H -24.787550 8.206910 -30.283440 0.7 -0.4 -0.2 0.379
H -24.712230 6.776020 -31.236490 0.7 -0.2 -0.4 0.304
H -22.522410 6.739420 -30.805880 -0.2 0.0 -0.1 0.267
C -23.883460 5.776550 -25.910990 -1.3 -1.0 -1.6 -1.385
C -22.793510 5.195030 -26.791890 1.8 -0.5 1.2 -0.124
O -22.705970 5.863620 -28.022260 0.6 -4.7 0.2 -0.199
H -24.120900 5.118670 -25.074980 0.4 0.2 0.2 0.439
H -24.758920 5.729910 -26.558660 -0.4 0.1 0.3 0.368
H -23.749090 6.824810 -25.644160 -0.4 -0.6 -0.2 0.237
H -22.778810 4.114160 -26.931960 -0.9 -0.2 0.1 0.428
H -21.822250 5.376080 -26.331480 -0.4 -0.6 0.5 0.089
H -22.018970 5.474520 -28.568370 -0.4 -0.4 0.1 0.242
C -21.539390 7.071800 -24.604170 -0.1 -0.7 1.2 -1.256
C -20.815300 7.329530 -25.888810 1.4 0.4 1.4 -0.229
O -21.448230 8.307540 -26.641480 4.6 2.3 4.9 -0.433
H -21.098280 6.169440 -24.180790 0.1 0.0 0.4 0.370
H -22.607480 6.866150 -24.675000 0.9 0.3 0.0 0.387
H -21.450970 7.874070 -23.871610 0.3 0.1 -0.1 0.432
H -20.656460 6.396330 -26.429190 -0.1 0.6 -0.4 0.391
H -19.815370 7.675160 -25.626570 0.4 -0.1 0.0 0.293
H -21.430050 9.118870 -26.128630 0.1 0.3 0.3 0.261

---

(2)
99
Properties=species:S:1:pos:R:3:forces:R:3:lowdin_spin:R:1 method="wB97M-V/def2-TZVPD" total_charge=+3 orbital_gap_ha="0.1879 / 0.1416" spin_multiplicity=2 s2=1.01
Ir -1.199534 -0.197726 -0.505600 1.4 -1.7 -0.4 -0.099
F -0.664127 -6.651344 -1.522382 -0.2 0.0 -0.1 0.000
C -0.369927 -5.392599 -1.279509 0.4 -0.3 0.2 0.006
F -0.082917 -5.267846 0.029435 -0.1 0.0 0.1 0.008
F 0.751906 -5.072847 -1.942617 -0.1 0.1 -0.2 0.004
C -1.497014 -4.442227 -1.632503 0.2 0.1 0.1 0.076
C -2.688561 -4.857150 -2.206168 -0.1 0.1 0.0 -0.013
C -3.684523 -3.910126 -2.421333 0.3 -0.4 0.1 0.092
C -3.461034 -2.591107 -2.045170 -0.1 0.3 0.1 0.021
N -2.313240 -2.182379 -1.517633 -0.1 0.4 0.3 0.060
C -1.344506 -3.087062 -1.321947 0.1 -0.2 -0.1 0.015
S 0.110348 -2.401511 -0.672791 -1.0 2.2 0.5 0.577
H -2.840280 -5.896170 -2.466747 0.0 0.0 0.0 -0.002
H -4.627818 -4.199627 -2.854850 -0.1 0.0 -0.1 0.004
H -4.233406 -1.845744 -2.168646 -0.1 0.1 0.0 0.000
C 1.721841 -2.307457 -3.475709 -0.3 0.2 -0.1 0.030
C 1.652767 -0.797995 -3.733084 0.3 -0.3 -0.2 0.007
C 2.895658 -0.370615 -4.528613 -0.3 0.2 0.0 0.005
C 1.547204 -0.039807 -2.441389 -0.7 0.2 -0.2 0.049
C 2.609688 0.006607 -1.552214 -0.3 0.3 0.2 0.026
C 2.582822 0.752610 -0.374650 -0.3 0.3 0.2 0.006
C 3.886119 0.941220 0.353372 0.2 0.1 0.1 -0.002
C 4.636312 2.059121 -0.401237 -0.1 -0.1 0.3 -0.001
C 4.778897 -0.298192 0.408911 -0.1 0.1 0.2 0.000
C 1.387262 1.410403 0.005265 0.7 -0.6 0.0 0.097
C 0.351967 1.568484 -0.974369 -1.3 -0.9 0.2 -0.001
C 0.426581 0.769758 -2.154557 0.6 -0.1 0.0 -0.027
C -0.411763 2.883519 -1.120617 0.1 0.4 -0.1 0.001
C 0.540196 3.843516 -1.851004 -0.1 -0.1 0.0 -0.001
C -0.970578 3.542673 0.133371 0.0 -0.1 -0.2 0.001
C 1.227770 1.989009 1.354882 0.0 0.1 0.5 0.013
C 2.024165 3.075319 1.736741 -0.2 -0.2 -0.1 0.008
C 1.853189 3.690796 2.961819 0.0 0.0 0.1 0.002
C 0.894247 3.223399 3.848066 0.0 -0.1 -0.1 0.007
C 0.127801 2.120340 3.510632 -0.1 0.0 0.0 0.000
C 0.284148 1.485741 2.280510 0.0 -0.1 -0.7 0.011
P -0.599102 -0.091224 1.967163 -0.3 0.5 -0.1 0.007
C 0.566822 -1.357691 2.826899 -0.1 0.0 -0.9 0.002
C 0.867327 -0.943311 4.265243 -0.1 0.3 0.0 0.002
C -0.054133 -2.742751 2.776836 0.0 -0.1 0.0 0.020
C 1.879259 -1.356163 2.055129 -0.1 0.0 0.0 0.002
C -2.350229 -0.135012 2.754748 0.2 0.2 -0.7 -0.006
C -2.475148 -0.348935 4.254673 0.2 0.0 0.1 -0.001
C -3.066053 -1.272375 2.019113 0.1 0.0 0.0 -0.016
C -2.996022 1.183013 2.333804 0.1 0.0 0.0 -0.002
H 1.853553 -2.842448 -4.413865 0.0 -0.1 0.0 0.002
H 0.790710 -2.653917 -3.020519 0.0 -0.1 -0.1 0.014
H 2.542006 -2.566760 -2.810846 0.1 0.0 0.1 0.000
H 0.768508 -0.585568 -4.342387 0.0 0.0 0.1 0.000
H 3.812233 -0.658951 -4.026511 0.2 -0.1 0.1 0.000
H 2.902649 0.706084 -4.676467 0.1 0.1 -0.1 0.000
H 2.888974 -0.855394 -5.500646 0.0 0.0 -0.1 0.001
H 3.516633 -0.524188 -1.784975 0.2 -0.1 -0.1 0.000
H 3.698496 1.291434 1.374243 0.0 -0.1 -0.2 0.000
H 4.926705 1.719275 -1.391642 0.1 0.0 -0.1 0.000
H 5.532727 2.327191 0.149446 0.1 0.0 0.0 0.000
H 4.028081 2.950710 -0.519163 0.0 0.2 -0.1 0.000
H 5.257438 -0.500558 -0.546009 0.0 -0.1 -0.1 0.000
H 4.233562 -1.181682 0.728383 0.0 -0.2 0.0 0.000
H 5.578457 -0.114788 1.122336 0.1 -0.1 0.0 0.000
H -0.228542 1.018855 -2.981679 -0.3 -0.1 0.0 -0.002
H -1.249024 2.712642 -1.801053 0.1 -0.2 0.0 0.000
H 1.458188 3.986823 -1.291748 0.2 0.1 0.1 0.000
H 0.067918 4.815387 -1.966892 -0.1 0.1 0.0 0.000
H 0.789079 3.463174 -2.838547 0.1 0.0 -0.1 0.000
H -0.194491 3.973572 0.757359 0.0 0.0 0.1 0.000
H -1.544234 2.836224 0.724342 -0.1 0.0 0.2 0.000
H -1.622523 4.358687 -0.172401 -0.1 0.0 0.0 0.000
H 2.746826 3.473596 1.041875 0.1 0.0 0.0 0.000
H 2.467511 4.539751 3.220660 0.0 0.1 0.0 0.000
H 0.758149 3.696222 4.807875 0.0 0.1 0.1 0.000
H -0.582000 1.737929 4.226578 -0.1 0.0 0.1 0.000
H -0.013545 -0.832011 4.886586 -0.1 0.0 0.1 0.000
H 1.455975 -0.029986 4.308920 0.0 0.0 0.0 0.000
H 1.471473 -1.734281 4.708098 0.0 -0.1 0.0 0.000
H -0.898583 -2.845788 3.450640 -0.2 0.0 0.0 0.001
H 0.687882 -3.477164 3.085678 0.1 0.0 0.0 0.001
H -0.354563 -3.013693 1.762197 -0.1 -0.1 0.0 0.014
H 2.358601 -0.383974 2.099274 0.1 0.1 0.0 0.000
H 1.742182 -1.645977 1.015408 0.2 0.0 0.0 0.001
H 2.551643 -2.077676 2.515033 0.1 -0.1 0.1 0.000
H -2.101641 -1.319390 4.566689 0.1 -0.1 0.1 0.000
H -3.533905 -0.322966 4.514174 -0.1 0.0 -0.1 -0.001
H -1.999058 0.429759 4.840601 0.1 0.0 0.1 0.000
H -2.624935 -2.241891 2.230383 0.0 -0.1 -0.1 0.000
H -3.049160 -1.090988 0.935289 -0.2 -0.1 0.0 -0.009
H -4.107791 -1.313501 2.330879 -0.1 0.1 0.0 -0.001
H -2.499489 2.042235 2.777253 0.0 0.1 0.0 0.000
H -4.036774 1.202688 2.650340 -0.1 -0.1 0.0 0.000
H -2.962385 1.259117 1.243136 -0.1 0.2 0.1 -0.002
I -5.579037 4.203380 -2.667352 0.4 -0.7 0.1 0.000
C -4.393889 2.482394 -2.479496 -0.2 0.3 -0.1 0.000
C -4.058179 1.576507 -3.475603 -0.3 0.7 0.6 0.000
N -3.241936 0.677582 -2.911540 0.4 -0.5 -0.4 -0.001
N -3.023212 0.935591 -1.611672 1.2 -0.6 1.3 -0.009
C -3.726407 2.024079 -1.330663 -0.4 0.5 -0.7 -0.001
H -4.352700 1.544023 -4.507202 0.0 -0.1 -0.2 0.000
H -2.832190 -0.132833 -3.355859 0.0 0.2 0.1 0.000
H -3.750350 2.472929 -0.360211 0.1 0.0 0.3 0.000

---

(3)
17
Properties=species:S:1:pos:R:3:forces:R:3:mulliken_charge:R:1 method="wB97M-V/def2-TZVPD" orbital_gap_ha="0.2689 / 0.2987" spin_multiplicity=1
C -0.257027 -0.852694 0.946054 1.2 -0.5 0.2 -0.620
C -2.023423 0.226280 -0.156229 -1.3 0.7 -0.5 -1.211
C -0.624041 0.110325 -0.143035 1.3 0.3 0.2 0.472
C 0.461107 1.393650 0.096803 -1.3 -0.1 -0.1 -0.475
C 1.620834 0.566716 0.395822 0.8 0.2 0.2 -0.553
C 1.357531 -0.715092 -0.106131 -0.6 -0.8 0.5 -0.278
C 0.261617 -0.618139 -1.172651 -0.1 0.0 -0.2 -0.624
H -0.615711 -1.879030 0.831595 0.0 0.2 0.0 0.342
H -0.189699 -0.516057 1.984492 0.0 0.0 -0.2 0.354
H -2.522586 0.612795 0.726876 0.0 -0.1 -0.1 0.307
H -2.623522 0.093280 -1.052815 0.1 0.0 0.1 0.293
H 0.435821 1.869645 -0.886346 0.2 0.1 0.1 0.285
H 0.204230 2.129823 0.866650 -0.1 -0.2 -0.1 0.339
H 2.258933 0.713351 1.263103 0.0 0.1 -0.2 0.341
H 2.050512 -1.550486 -0.023574 -0.1 0.2 -0.1 0.423
H 0.518614 -0.055872 -2.079021 0.0 -0.1 0.1 0.297
H -0.143702 -1.596328 -1.447939 0.0 0.1 0.1 0.308

---

(4)
15
Properties=species:S:1:pos:R:3:forces:R:3:mulliken_charge:R:1 method="wB97M-V/def2-TZVPD" total_charge=-1 orbital_gap_ha="0.2426 / 0.2425" spin_multiplicity=1
C 1.139894 -0.238194 -1.567342 -1.6 0.8 0.2 -0.196
C 0.485524 0.176100 2.145565 -1.5 0.1 0.6 -0.687
C -0.967923 0.915264 -0.167879 2.3 2.2 -2.2 -0.001
O 0.268047 -1.281998 -0.721076 0.2 -0.5 0.4 -0.308
O -1.892288 -1.494849 0.276898 0.8 1.2 -1.7 -0.685
O -1.659784 -0.701796 -2.069797 -0.9 0.5 -2.0 -0.619
O 0.781732 0.924772 -0.930208 -2.8 1.8 1.6 -0.440
S 2.795677 -0.332957 -1.361089 1.4 -0.8 -0.5 -0.463
S -0.744532 1.424500 1.499510 0.2 -1.1 -0.4 -0.051
S -1.148933 -0.740492 -0.760945 -1.5 -2.6 4.7 1.103
H 0.523399 -0.357238 -2.463620 1.2 -0.1 -0.7 0.298
H 0.148045 -0.856596 1.830122 0.7 1.3 0.3 0.210
H 0.396285 0.284187 3.273915 0.2 -0.2 -1.4 0.334
H 1.442471 0.532574 1.767707 0.0 -0.6 0.0 0.250
H -1.567613 1.746722 -0.751760 1.2 -2.1 1.1 0.255